Entry 1:
Entry from the OMol25 dataset: 3 unconnected molecules or ions with the total composition C4H12NO2S (ωB97M-V/def2-TZVPD).

```
20
C4H12NO2S | the OMol25 dataset | ωB97M-V/def2-TZVPD
C 0.87721 -0.74609 1.18482
O 0.53028 -0.50099 2.44048
C -0.18988 -0.16100 0.14917
C 0.07396 -0.66096 -1.22358
C -0.70736 -0.11035 -2.39039
S -0.46016 1.60855 -2.69420
N -1.51749 -0.50544 0.60494
H 1.87477 -0.39580 0.83132
H 0.92951 -1.83080 0.91869
H 0.07128 0.89633 0.28514
H 1.13085 -0.16450 -1.60524
H -0.04450 -1.75561 -1.16416
H -1.75646 -0.27548 -2.12596
H -0.49085 -0.74425 -3.25875
H 1.88559 0.22955 -1.67126
H -1.44772 -0.57188 1.62531
H -2.07590 0.31574 0.40988
H 0.72754 1.02345 2.69162
H 0.00923 2.31271 2.13494
O 0.58010 2.03684 2.85723
```

For the HOMO-LUMO gap, the calculation gives 5.56 eV. For the electronic energy, the calculation gives -20759.07461 eV. The total charge is -1. The energy relative to the best compared isomer or geometry (same formula, charge and spin) comes out at 115.0 kcal/mol. As for the spin multiplicity: 1. For the largest force on an atom, the calculation gives 3.8 eV/Å. The HOMO energy comes out at -4.24 eV.

Atomic partial charges in e from the Mulliken method, atoms 1 to 2: C -0.87; O -0.86

=====

Entry 2:
Entry from the OMol25 dataset: 3 unconnected molecules or ions with the total composition C4H12NO2S (ωB97M-V/def2-TZVPD).

```
20
C4H12NO2S | the OMol25 dataset | ωB97M-V/def2-TZVPD
C -1.27548 -0.07284 0.18564
N -0.51514 1.24510 0.24041
C 0.11561 1.48941 1.56322
O 0.20406 0.36353 2.45511
C -0.96554 -0.73135 -1.12964
C 0.11625 -1.85059 -1.07191
S 0.37685 -2.68185 0.67691
H -0.90643 -0.65888 1.01483
H -2.28432 0.23449 0.47516
H 1.49827 -0.10306 0.57524
H 1.01349 2.07112 1.36425
H -0.55409 2.06502 2.20681
H -0.49859 -0.01897 -1.81773
H -1.89469 -1.14256 -1.55570
H 1.10573 -1.43161 -1.19590
H -0.05855 -2.70561 -1.70613
H 0.71363 -0.36281 2.03734
H 2.10018 1.81153 -2.21938
H 0.32205 1.07805 -0.38368
O 1.38670 1.40187 -1.71484
```

For the HOMO-LUMO gap (spin up / spin down), the calculation gives 5.77 / 5.82 eV. For the electronic energy, the calculation gives -20756.83213 eV. The total charge is -2. The energy relative to the best compared isomer or geometry (same formula, charge and spin) comes out at 74.5 kcal/mol. As for the spin multiplicity: 2. For the largest force on an atom, the calculation gives 2.8 eV/Å. The HOMO energy (spin up / spin down) comes out at 0.51 / 0.41 eV.

Atomic partial charges in e from the Mulliken method, atoms 1 to 2: C -0.37; N -0.44